# C29H36ClN10O5PSSbSe4Sn

A molecular structure, C29H36ClN10O5PSSbSe4Sn (ωB97M-V with the def2-TZVPD basis set, the OMol25 dataset).

Structure (ORCA input):
```
! wB97M-V def2-TZVPD RIJCOSX def2/J DEFGRID3
* xyz -1 1
Sn -0.803 -1.792 0.659
O -1.590 -3.043 4.651
S -2.228 -2.466 3.498
O -2.713 -3.330 2.465
N -1.277 -1.385 2.729
C -0.576 -0.398 3.417
C -0.528 -0.181 4.776
C 0.205 0.900 5.310
C 0.907 1.764 4.523
C 0.881 1.582 3.120
C 1.576 2.403 2.209
C 1.487 2.168 0.866
C 0.695 1.104 0.412
N 0.039 0.328 1.245
C 0.124 0.525 2.581
C -3.580 -1.479 4.092
C -4.038 -1.666 5.387
C -5.123 -0.925 5.834
C -5.732 -0.009 4.988
C -5.263 0.166 3.692
C -4.187 -0.575 3.233
H -1.029 -0.855 5.451
H 0.215 1.026 6.385
H 1.484 2.577 4.945
H 2.179 3.218 2.591
H 2.014 2.783 0.149
H 0.610 0.850 -0.638
H -3.539 -2.380 6.029
H -5.491 -1.063 6.843
H -6.576 0.570 5.339
H -5.735 0.881 3.030
H -3.820 -0.449 2.222
Se -4.705 -4.862 -0.630
Sb -2.783 -3.705 -1.421
Se -2.935 -1.233 -0.521
Se -0.650 -4.214 -0.038
Se -2.247 -3.765 -3.759
C 2.794 1.477 -3.484
N 1.410 1.330 -3.091
C 0.749 2.582 -2.766
P 0.454 -0.017 -3.367
O -0.206 -0.585 -2.178
N -0.671 0.547 -4.451
C -0.361 1.411 -5.567
C -1.967 -0.117 -4.550
N 1.499 -1.124 -4.033
C 1.589 -2.459 -3.430
C 1.755 -1.113 -5.461
H 3.371 1.931 -2.671
H 2.899 2.124 -4.367
H 3.221 0.503 -3.708
H 1.287 3.097 -1.965
H -0.268 2.398 -2.424
H 0.706 3.260 -3.628
H 0.630 1.851 -5.456
H -1.091 2.226 -5.627
H -0.388 0.869 -6.520
H -2.182 -0.648 -3.626
H -1.993 -0.842 -5.369
H -2.741 0.638 -4.723
H 1.374 -2.403 -2.366
H 2.604 -2.840 -3.575
H 0.869 -3.149 -3.877
H 1.815 -0.094 -5.843
H 0.981 -1.651 -6.021
H 2.715 -1.597 -5.659
Cl 7.833 -0.931 -0.249
C 6.146 -1.212 0.091
C 5.204 -0.927 -0.885
C 3.864 -1.149 -0.608
C 3.477 -1.648 0.632
C 4.437 -1.924 1.597
C 5.780 -1.710 1.331
C 2.024 -1.845 0.954
O 1.648 -2.128 2.090
O 1.221 -1.633 -0.029
H 5.520 -0.540 -1.844
H 3.105 -0.936 -1.350
H 4.110 -2.303 2.556
H 6.539 -1.924 2.071
N -0.956 4.589 1.705
N -1.675 3.566 1.098
N -1.618 3.333 -0.191
C -2.399 2.260 -0.281
N -2.883 1.878 0.909
N -2.414 2.736 1.782
H -1.256 5.460 1.280
H -1.238 4.576 2.680
H -2.594 1.732 -1.200
*
```

The HOMO energy comes out at -4.37 eV. The value obtained for the energy above the lowest of the compared OMol25 structures with the same formula, charge and spin is 58.5 kJ/mol. As for the electronic energy: -13310.7256 Ha. Its strongest force on any atom is 0.459 eV/Å.

---

# C29H36GeNPdS5SeSi

A molecular structure, C29H36GeNPdS5SeSi (ωB97M-V with the def2-TZVPD basis set, the OMol25 dataset).

Structure (ORCA input):
```
! wB97M-V def2-TZVPD RIJCOSX def2/J DEFGRID3
* xyz 0 2
Pd 0.429 -0.095 1.143
C 1.163 -3.706 -2.824
C -0.202 -3.198 -2.345
C -0.976 -2.529 -3.488
C -1.022 -4.337 -1.726
C 0.026 -2.188 -1.302
N 0.194 -1.405 -0.486
H 1.007 -4.459 -3.598
H 1.723 -4.159 -2.006
H 1.758 -2.895 -3.245
H -1.175 -3.274 -4.260
H -0.397 -1.718 -3.930
H -1.925 -2.128 -3.133
H -1.191 -5.101 -2.486
H -1.986 -3.972 -1.375
H -0.495 -4.790 -0.887
C 2.378 -1.774 4.357
Si 1.331 -2.786 3.182
C 0.981 -4.461 3.943
C 2.277 -3.047 1.575
Se -0.656 -1.778 2.785
H 3.377 -2.202 4.478
H 1.901 -1.732 5.338
H 2.473 -0.746 4.003
H 1.916 -4.978 4.175
H 0.401 -5.086 3.263
H 0.414 -4.354 4.870
H 3.223 -3.565 1.757
H 2.500 -2.100 1.078
H 1.681 -3.650 0.886
C 4.210 0.402 1.391
S 2.922 0.822 0.185
C 2.509 2.432 0.761
C 1.635 2.699 1.751
S 0.706 1.554 2.702
S 1.406 4.391 2.093
C 2.487 5.036 0.901
S 2.717 6.640 0.657
S 3.274 3.797 -0.007
H 4.541 -0.611 1.168
H 3.797 0.439 2.396
H 5.046 1.090 1.293
C -2.702 1.298 2.546
Ge -1.649 1.141 0.919
C -2.661 0.045 -0.355
C -3.128 -1.219 0.011
C -3.953 -1.940 -0.840
C -4.315 -1.413 -2.075
C -3.849 -0.162 -2.453
C -3.029 0.563 -1.596
C -1.282 2.893 0.138
C -1.857 3.982 0.742
C -1.612 5.297 0.287
C -0.769 5.510 -0.762
C -0.150 4.418 -1.421
C 0.727 4.626 -2.515
C 1.316 3.572 -3.150
C 1.056 2.254 -2.716
C 0.217 2.026 -1.663
C -0.413 3.098 -0.978
H -3.702 1.650 2.285
H -2.234 1.986 3.246
H -2.781 0.321 3.019
H -2.836 -1.648 0.964
H -4.322 -2.912 -0.537
H -4.964 -1.974 -2.735
H -4.131 0.256 -3.412
H -2.683 1.545 -1.898
H -2.506 3.846 1.599
H -2.078 6.133 0.792
H -0.548 6.514 -1.100
H 0.928 5.643 -2.829
H 1.990 3.743 -3.979
H 1.529 1.420 -3.220
H 0.019 1.007 -1.345
*
```

The HOMO energy (alpha / beta) comes out at -7.11 / -7.55 eV. The value obtained for the energy above the lowest of the compared OMol25 structures with the same formula, charge and spin is 0.0 kJ/mol. Its expectation value of S² is 0.758. As for the electronic energy: -8068.1909 Ha. Its strongest force on any atom is 0.195 eV/Å.

---

# C29H36MnN3

A molecular structure, C29H36MnN3 (ωB97M-V with the def2-TZVPD basis set, the OMol25 dataset).

Structure (ORCA input):
```
! wB97M-V def2-TZVPD RIJCOSX def2/J DEFGRID3
* xyz 2 5
Mn -0.166 -0.287 -0.572
C 2.418 -1.544 -0.253
N 1.458 -1.408 -1.375
C 2.090 -0.643 -2.479
C 1.013 -2.758 -1.850
C -0.417 -3.001 -1.480
C -1.080 -4.188 -1.761
C -2.443 -4.294 -1.524
C -3.164 -3.213 -1.022
C -2.507 -2.032 -0.712
C -1.138 -1.953 -0.929
H 3.301 -2.097 -0.579
H 1.949 -2.076 0.574
H 2.736 -0.557 0.078
H 2.956 -1.180 -2.870
H 2.420 0.330 -2.112
H 1.372 -0.496 -3.286
H 1.680 -3.521 -1.448
H 1.115 -2.784 -2.935
H -0.534 -5.023 -2.186
H -2.954 -5.221 -1.749
H -4.232 -3.290 -0.868
H -3.073 -1.196 -0.316
C -2.849 -1.414 2.366
C -1.448 -1.711 2.845
C -1.246 -2.750 3.745
C 0.001 -2.987 4.296
C 1.062 -2.156 3.981
C 0.909 -1.099 3.090
C 2.093 -0.182 2.860
C -0.351 -0.923 2.503
N -0.495 0.087 1.469
C -0.466 1.332 1.757
C -0.512 1.887 3.135
C -0.358 2.293 0.579
C -0.694 3.724 0.778
N 0.029 1.752 -0.518
C 0.277 2.514 -1.724
C -0.562 2.250 -2.808
C -1.667 1.227 -2.694
C -0.354 2.953 -3.982
C 0.695 3.857 -4.083
C 1.552 4.051 -3.015
C 1.364 3.384 -1.806
C 2.338 3.590 -0.671
H -3.274 -2.265 1.836
H -2.896 -0.543 1.715
H -3.492 -1.214 3.224
H -2.091 -3.368 4.028
H 0.139 -3.804 4.993
H 2.030 -2.313 4.443
H 3.010 -0.761 2.750
H 2.239 0.470 3.725
H 1.998 0.460 1.984
H -0.593 1.100 3.878
H -1.370 2.559 3.225
H 0.379 2.487 3.338
H -1.673 3.803 1.258
H -0.704 4.268 -0.162
H 0.024 4.192 1.455
H -2.384 1.462 -1.906
H -1.276 0.212 -2.533
H -2.227 1.139 -3.624
H -1.009 2.785 -4.829
H 0.853 4.398 -5.006
H 2.392 4.729 -3.114
H 3.324 3.837 -1.061
H 2.442 2.701 -0.045
H 2.041 4.421 -0.027
*
```

The HOMO energy (alpha / beta) comes out at -14.39 / -14.38 eV. Its expectation value of S² is 6.260. As for the electronic energy: -2441.4013 Ha. Its strongest force on any atom is 0.977 eV/Å.

---

# C29H36N2O

2 unconnected molecules or ions with the total composition C29H36N2O in a non-equilibrium geometry (ωB97M-V with the def2-TZVPD basis set, the OMol25 dataset).

Structure (ORCA input):
```
! wB97M-V def2-TZVPD RIJCOSX def2/J DEFGRID3
* xyz 0 1
C -2.490 0.966 3.565
C -1.976 0.200 2.334
C -2.622 -1.186 2.323
C -2.439 0.964 1.086
C -0.441 0.125 2.387
C 0.270 -1.079 2.426
C 1.618 -1.116 2.725
C 2.340 0.087 3.060
O 3.482 0.116 3.614
C 1.639 1.319 2.746
C 0.296 1.317 2.459
H -2.109 1.995 3.584
H -3.588 1.003 3.549
H -2.172 0.466 4.488
H -2.335 -1.744 1.426
H -2.329 -1.761 3.208
H -3.713 -1.081 2.328
H -2.106 0.458 0.172
H -3.537 1.010 1.076
H -2.052 1.991 1.073
H -0.254 -2.013 2.222
H 2.153 -2.060 2.778
H 2.188 2.246 2.868
H -0.216 2.271 2.318
C 11.316 -0.930 2.861
N 10.551 -1.874 3.654
C 11.386 -2.843 4.340
C 9.236 -1.597 4.042
C 8.138 -2.019 3.239
C 6.852 -1.670 3.571
C 6.561 -0.916 4.748
C 5.212 -0.664 5.134
C 4.896 -0.104 6.363
C 3.632 0.297 6.776
C 3.369 0.956 8.006
C 2.022 1.139 8.449
C 1.738 1.820 9.617
C 2.787 2.368 10.405
N 2.491 3.124 11.540
C 2.538 2.576 12.877
C 2.409 4.568 11.505
C 4.126 2.167 9.996
C 4.408 1.484 8.825
C 7.672 -0.484 5.533
C 8.962 -0.863 5.216
H 10.642 -0.202 2.399
H 12.049 -0.402 3.487
H 11.857 -1.487 2.084
H 10.779 -3.541 4.925
H 11.953 -3.398 3.583
H 12.108 -2.348 5.004
H 8.363 -2.630 2.360
H 6.013 -1.965 2.937
H 4.444 -1.017 4.459
H 5.676 -0.028 7.120
H 2.796 0.129 6.107
H 1.217 0.704 7.855
H 0.712 1.951 9.965
H 2.607 1.482 12.839
H 3.401 2.975 13.435
H 1.626 2.868 13.417
H 2.391 4.930 10.470
H 1.493 4.891 12.020
H 3.264 5.024 12.030
H 4.932 2.567 10.615
H 5.450 1.352 8.523
H 7.507 0.170 6.389
H 9.807 -0.568 5.850
*
```

The HOMO energy comes out at -5.62 eV. The value obtained for the energy above the lowest of the compared OMol25 structures with the same formula, charge and spin is 0.0 kJ/mol. As for the electronic energy: -1311.2312 Ha. Its strongest force on any atom is 2.107 eV/Å.

---

# C29H36N3O2PRu

A molecular structure, C29H36N3O2PRu in a non-equilibrium geometry (ωB97M-V with the def2-TZVPD basis set, the OMol25 dataset).

Structure (ORCA input):
```
! wB97M-V def2-TZVPD RIJCOSX def2/J DEFGRID3
* xyz 1 2
Ru -0.415 -0.082 0.137
C -2.985 -1.941 -0.494
N -2.635 -0.509 -0.570
C -2.985 -0.001 -1.940
C -1.823 0.180 -2.897
C -0.739 -0.881 -2.748
N 0.252 -0.376 -1.804
C 1.267 0.221 -2.320
C 2.314 0.902 -1.637
C 3.341 1.494 -2.398
C 4.365 2.176 -1.795
C 4.365 2.293 -0.397
C 3.380 1.713 0.365
C 2.343 0.980 -0.238
O 1.475 0.365 0.534
C -3.512 0.217 0.386
C -3.174 -0.023 1.844
C -2.250 1.031 2.402
N -0.836 0.742 2.102
C 0.011 1.743 2.070
C -0.300 3.021 1.516
C 0.102 4.252 2.059
C -0.286 5.426 1.465
C -1.047 5.367 0.288
C -1.362 4.169 -0.314
C -0.956 2.950 0.257
O -1.125 1.822 -0.409
H -4.069 -2.067 -0.583
H -2.667 -2.360 0.449
H -2.518 -2.499 -1.300
H -3.475 0.962 -1.822
H -3.724 -0.684 -2.369
H -1.374 1.153 -2.704
H -2.201 0.192 -3.920
H -0.281 -1.119 -3.711
H -1.131 -1.809 -2.347
H 1.343 0.210 -3.409
H 3.307 1.403 -3.478
H 5.158 2.616 -2.382
H 5.153 2.852 0.091
H 3.380 1.798 1.445
H -4.552 -0.072 0.190
H -3.412 1.275 0.160
H -2.711 -1.001 1.985
H -4.096 -0.027 2.428
H -2.328 1.010 3.493
H -2.557 2.029 2.083
H 1.032 1.527 2.372
H 0.675 4.264 2.979
H -0.016 6.380 1.894
H -1.380 6.288 -0.174
H -1.891 4.135 -1.259
C -0.944 -3.439 1.796
P 0.152 -2.078 1.299
C 0.967 -1.626 2.845
C 1.421 -2.929 0.320
C 1.055 -3.408 -0.938
C 1.969 -4.083 -1.729
C 3.266 -4.278 -1.270
C 3.641 -3.796 -0.026
C 2.722 -3.123 0.770
H -0.333 -4.168 2.328
H -1.393 -3.921 0.931
H -1.732 -3.078 2.459
H 1.346 -2.518 3.344
H 0.244 -1.124 3.485
H 1.780 -0.936 2.628
H 0.044 -3.253 -1.298
H 1.676 -4.454 -2.702
H 3.984 -4.808 -1.882
H 4.652 -3.943 0.330
H 3.035 -2.745 1.734
*
```

The HOMO energy (alpha / beta) comes out at -10.46 / -10.40 eV. Its expectation value of S² is 0.758. As for the electronic energy: -1877.4551 Ha. Its strongest force on any atom is 1.240 eV/Å.

---

# C29H36N3O3RuS3

A molecular structure, C29H36N3O3RuS3 (ωB97M-V with the def2-TZVPD basis set, the OMol25 dataset).

Structure (ORCA input):
```
! wB97M-V def2-TZVPD RIJCOSX def2/J DEFGRID3
* xyz 1 5
Ru 0.164 0.491 0.327
O -2.229 1.606 0.263
S -3.151 2.604 -0.386
C -4.723 1.722 -0.636
C -4.508 0.246 -0.936
C -4.438 -0.610 0.317
C -3.964 -2.023 0.006
S -2.159 -2.275 0.178
O -1.593 -0.874 -0.038
C -2.129 -2.548 1.938
C -1.835 -1.510 2.807
C -1.823 -1.768 4.172
C -2.111 -3.041 4.646
C -2.405 -4.072 3.760
C -2.403 -3.831 2.394
C -2.636 2.699 -2.098
C -3.025 3.793 -2.856
C -2.609 3.882 -4.176
C -1.803 2.891 -4.718
C -1.409 1.807 -3.945
C -1.824 1.708 -2.626
H -5.213 2.252 -1.455
H -5.310 1.881 0.270
H -3.600 0.117 -1.526
H -5.337 -0.098 -1.559
H -5.436 -0.678 0.756
H -3.788 -0.147 1.058
H -4.211 -2.318 -1.015
H -4.394 -2.765 0.680
H -1.587 -0.530 2.423
H -1.585 -0.972 4.863
H -2.102 -3.234 5.710
H -2.632 -5.062 4.134
H -2.612 -4.629 1.691
H -3.634 4.574 -2.415
H -2.903 4.732 -4.777
H -1.474 2.968 -5.746
H -0.778 1.038 -4.373
H -1.537 0.867 -2.004
C 3.387 -0.703 0.773
N 2.662 0.212 -0.115
C 2.775 -0.250 -1.510
C 3.217 1.566 0.009
C 2.196 2.652 -0.027
C 2.648 3.960 -0.208
C 1.785 5.031 -0.092
C 0.460 4.797 0.243
C -0.002 3.500 0.411
C 0.852 2.410 0.227
H 4.450 -0.733 0.503
H 2.965 -1.699 0.681
H 3.288 -0.361 1.802
H 3.829 -0.361 -1.791
H 2.324 0.492 -2.171
H 2.276 -1.212 -1.617
H 3.973 1.719 -0.770
H 3.743 1.630 0.963
H 3.697 4.128 -0.423
H 2.148 6.040 -0.233
H -0.223 5.624 0.390
H -1.009 3.366 0.734
C 1.505 -5.715 -1.494
N 1.358 -5.605 -0.054
C 1.453 -6.642 0.861
C 1.260 -6.118 2.086
N 1.049 -4.764 1.901
C 1.105 -4.442 0.588
S 0.905 -2.921 -0.099
H 1.701 -6.755 -1.741
H 2.333 -5.094 -1.831
H 0.595 -5.382 -1.987
H 1.654 -7.652 0.553
H 1.259 -6.577 3.057
H 0.859 -4.077 2.613
O 0.369 0.437 2.025
*
```

The HOMO energy (alpha / beta) comes out at -10.20 / -10.24 eV. The value obtained for the energy above the lowest of the compared OMol25 structures with the same formula, charge and spin is 216.7 kJ/mol. Its expectation value of S² is 6.019. As for the electronic energy: -2805.7481 Ha. Its strongest force on any atom is 0.632 eV/Å.